1.
Below is a 8-piece molecular cluster, C48H81Br3F4N9O3 overall, with properties calculated with ωB97M-V with the def2-TZVPD basis set.

As for the LUMO energy: -3.4 eV. Its electronic energy is -291617.037 eV. As for the total charge: +1.

Structure (XYZ):
```
148
Properties=species:S:1:pos:R:3:mulliken_charge:R:1
C 0.81 3.59 0.18 -0.984
C -0.21 4.30 -0.89 -0.369
C -1.66 3.49 -1.06 -0.198
Br -2.17 3.18 0.90 -0.029
N -1.56 2.16 -1.76 0.257
C -0.32 2.05 -2.67 -0.611
C -0.31 0.77 -3.68 0.423
C 1.13 0.88 -4.52 -0.456
C 2.24 0.09 -3.55 -0.451
N 2.13 -1.44 -3.70 -0.645
C -1.53 1.00 -4.74 0.584
C -1.20 2.06 -5.97 -0.511
C -0.69 1.29 -7.37 -0.576
C -1.04 2.29 -8.65 0.126
F -0.28 1.70 -9.82 -0.324
Br -2.99 2.21 -9.19 -0.043
C -0.47 3.82 -8.47 0.645
F -0.40 4.40 -9.86 -0.260
F -1.36 4.72 -7.69 -0.231
Br 1.45 3.89 -7.79 -0.077
C -2.87 1.51 -3.99 -1.707
C -2.83 1.60 -2.36 0.452
C -4.23 2.35 -1.94 -0.898
C -5.60 1.69 -2.55 -0.549
C -6.14 2.50 -3.90 -0.154
C -7.76 2.21 -3.98 0.232
O -8.61 3.17 -4.33 -0.508
O -8.35 0.86 -3.68 -0.453
C -3.01 0.03 -1.81 -0.574
C -3.53 -0.07 -0.26 0.175
O -2.70 -0.14 0.82 -0.435
F -4.99 -0.15 -0.03 -0.261
H 0.71 4.14 1.23 0.350
H 0.67 2.42 0.25 0.215
H 1.92 3.82 -0.19 0.295
H -0.54 5.33 -0.36 0.402
H 0.27 4.63 -1.90 0.299
H -2.34 4.29 -1.58 0.345
H -1.32 1.48 -0.97 0.846
H -0.31 3.03 -3.36 0.321
H 0.69 1.95 -2.04 -0.065
H -0.27 -0.28 -3.17 -0.091
H 1.43 1.99 -4.75 0.338
H 1.09 0.21 -5.51 0.043
H 2.07 0.31 -2.41 0.251
H 3.32 0.47 -3.84 0.322
H 1.57 -1.81 -2.87 0.297
H 1.55 -1.69 -4.53 0.281
H -1.74 -0.05 -5.28 0.734
H -2.16 2.67 -6.32 0.425
H -0.42 2.90 -5.65 -0.138
H -1.33 0.31 -7.54 0.289
H 0.47 1.11 -7.39 0.284
H -3.15 2.61 -4.37 0.402
H -3.75 0.83 -4.42 0.036
H -4.17 3.44 -2.41 0.409
H -4.41 2.50 -0.80 0.325
H -5.52 0.57 -2.87 0.124
H -6.46 1.84 -1.75 0.386
H -5.85 3.63 -3.91 0.323
H -5.66 1.90 -4.82 0.163
H -8.05 0.19 -4.36 0.337
H -1.97 -0.56 -1.84 0.313
H -3.72 -0.60 -2.53 0.525
C -3.66 2.59 4.87 -0.910
C -2.80 2.23 6.08 -0.469
C -1.64 3.20 6.29 -0.391
C -0.72 3.17 5.07 0.318
N 0.03 3.15 4.07 -0.532
H -3.09 2.53 3.94 0.078
H -4.50 1.89 4.77 0.349
H -4.07 3.60 4.96 0.334
H -2.42 1.21 5.96 0.304
H -3.44 2.23 6.97 0.326
H -1.06 2.91 7.18 0.314
H -2.01 4.22 6.44 0.310
C 4.23 -0.20 6.15 -1.197
C 2.91 0.51 5.87 -0.388
C 2.57 0.56 4.38 -0.002
C 3.66 1.32 3.63 0.161
N 4.56 1.94 3.01 -0.574
H 5.08 0.32 5.70 0.415
H 4.42 -0.24 7.23 0.398
H 4.21 -1.23 5.78 0.256
H 2.97 1.53 6.28 0.269
H 2.11 -0.01 6.41 0.236
H 1.62 1.07 4.23 0.058
H 2.49 -0.45 3.97 0.358
C -0.25 -3.05 8.85 -1.085
C 1.16 -3.59 8.72 -0.432
C 2.17 -2.82 9.58 -0.384
C 2.22 -1.37 9.14 0.349
N 2.25 -0.16 8.78 -0.580
H -0.32 -2.01 8.49 0.283
H -0.95 -3.64 8.24 0.301
H -0.60 -3.08 9.89 0.357
H 1.47 -3.56 7.67 0.258
H 1.17 -4.65 9.03 0.340
H 3.17 -3.26 9.47 0.293
H 1.90 -2.87 10.64 0.315
C 6.64 -1.40 2.27 -1.126
C 7.07 -1.63 3.72 -0.187
C 8.21 -2.64 3.84 -0.401
C 7.77 -3.98 3.29 0.202
N 7.40 -5.10 2.83 -0.472
H 6.24 -2.31 1.82 0.362
H 5.84 -0.65 2.23 0.210
H 7.47 -1.04 1.66 0.315
H 6.21 -1.97 4.30 0.123
H 7.39 -0.67 4.15 0.329
H 8.50 -2.76 4.89 0.306
H 9.09 -2.30 3.28 0.320
C -3.78 -3.02 2.85 -1.073
C -2.41 -3.38 2.29 -0.317
C -1.70 -4.47 3.10 -0.125
C -1.50 -4.00 4.53 0.219
N -1.32 -3.61 5.72 -0.527
H -3.71 -2.61 3.86 0.323
H -4.26 -2.26 2.23 0.181
H -4.44 -3.90 2.88 0.351
H -1.79 -2.47 2.27 0.194
H -2.52 -3.72 1.26 0.343
H -0.73 -4.70 2.65 0.363
H -2.30 -5.39 3.11 0.042
C 3.29 5.78 -11.44 -1.030
C 4.66 5.42 -12.00 -0.472
C 5.37 4.33 -11.19 -0.289
C 5.58 4.80 -9.76 0.233
N 5.75 5.19 -8.58 -0.501
H 3.36 6.19 -10.43 0.311
H 2.81 6.54 -12.07 0.338
H 2.64 4.90 -11.42 0.247
H 5.28 6.33 -12.02 0.304
H 4.55 5.08 -13.04 0.317
H 6.34 4.10 -11.64 0.289
H 4.77 3.41 -11.19 0.268
C -2.14 -9.08 5.69 -1.127
C -1.58 -10.07 4.67 -0.425
C -0.94 -9.38 3.46 -0.316
C -1.98 -8.53 2.74 0.292
N -2.84 -7.83 2.15 -0.551
H -2.94 -8.47 5.26 0.348
H -2.56 -9.62 6.54 0.325
H -1.35 -8.41 6.06 0.295
H -2.39 -10.73 4.33 0.293
H -0.83 -10.70 5.16 0.311
H -0.54 -10.12 2.77 0.295
H -0.11 -8.73 3.78 0.280
```

=====

2.
Below is an isolated ion of composition C9H18N3 and charge +1, with properties calculated with ωB97M-V with the def2-TZVPD basis set.

As for the LUMO energy (spin up / spin down): -4.2 / -3.4 eV. Its electronic energy is -14084.285 eV. As for the total charge: +1.

Structure (XYZ):
```
30
Properties=species:S:1:pos:R:3:nbo_charge:R:1
C -0.61 -1.03 0.52 -0.355
C -0.04 -0.42 1.60 0.117
C -2.08 -0.77 0.15 -0.379
C -2.58 -1.58 -1.10 -0.472
C -1.68 -1.17 -2.24 -0.276
C 1.58 2.29 0.73 -0.426
C 1.95 1.21 -0.30 -0.222
C 1.20 1.69 2.08 -0.217
C 0.51 -0.80 -0.47 0.524
N 0.83 0.51 -0.88 -0.640
N 1.27 -1.85 -0.77 -0.754
N -0.01 0.89 1.91 -0.514
H -0.54 -2.05 0.68 0.237
H 0.75 -0.97 2.04 0.203
H -2.70 -1.07 0.93 0.231
H -2.22 0.30 -0.01 0.187
H -2.37 -2.64 -0.78 0.207
H -3.65 -1.42 -1.28 0.253
H -1.53 -1.88 -3.04 0.193
H -1.54 -0.13 -2.41 0.166
H 2.37 2.82 1.08 0.232
H 0.90 2.98 0.24 0.213
H 2.51 1.88 -1.08 0.230
H 2.54 0.43 0.25 0.199
H 2.05 1.15 2.53 0.223
H 0.93 2.50 2.76 0.225
H -0.05 0.99 -0.98 0.387
H 2.18 -1.76 -1.00 0.409
H 0.73 -2.72 -0.83 0.420
H -0.77 1.56 1.50 0.400
```

=====

3.
Below is a 2-piece molecular cluster, C3H11NS overall, with properties calculated with ωB97M-V with the def2-TZVPD basis set.

As for the LUMO energy: 0.9 eV. As for the SMILES: CNC.CS. Its electronic energy is -15613.987 eV. As for the total charge: 0.

Structure (XYZ):
```
16
Properties=species:S:1:pos:R:3:nbo_charge:R:1
C -2.04 -0.04 0.35 -0.411
N -1.85 0.79 1.52 -0.617
C -1.32 2.09 1.18 -0.413
H -1.18 0.09 -0.32 0.160
H -2.93 0.35 -0.16 0.187
H -2.18 -1.08 0.59 0.203
H -1.21 0.37 2.19 0.349
H -1.06 2.60 2.10 0.200
H -0.47 2.07 0.48 0.158
H -2.08 2.71 0.69 0.183
C 2.79 -1.39 -1.83 -0.738
S 1.79 -2.02 -0.46 -0.041
H 2.15 -1.10 -2.66 0.225
H 3.50 -2.14 -2.14 0.223
H 3.36 -0.49 -1.57 0.212
H 2.73 -2.82 0.05 0.120
```

=====

4.
Below is C32H42N7O3ReSb as an isolated structure, with properties calculated with ωB97M-V with the def2-TZVPD basis set.

As for the LUMO energy (spin up / spin down): -14.6 / -14.1 eV. Its electronic energy is -59065.705 eV. Its spin multiplicity is 2. As for the total charge: +4.

Structure (XYZ):
```
86
Properties=species:S:1:pos:R:3:mulliken_charge:R:1
Re -0.31 0.03 -0.29 0.614
C -2.24 -2.29 -2.17 -1.598
C -1.25 -2.87 -1.20 1.478
C -1.22 -4.26 -1.16 -0.958
C -0.37 -4.94 -0.33 -0.815
C 0.47 -4.20 0.50 -0.827
C 0.42 -2.82 0.46 -0.103
N -0.42 -2.15 -0.39 0.171
Sb 1.74 -1.90 1.89 1.147
C 2.65 -0.67 0.39 -0.319
C 4.02 -0.73 0.41 -0.836
C 4.75 0.05 -0.49 -0.831
C 4.04 0.85 -1.35 -1.114
C 2.65 0.89 -1.34 1.040
C 2.02 1.85 -2.31 -1.627
N 1.94 0.11 -0.47 0.739
C 0.26 -0.53 2.63 -0.302
C 0.19 -0.53 4.01 -0.709
C -0.75 0.28 4.65 -1.085
C -1.56 1.07 3.86 -0.762
C -1.45 1.07 2.48 0.861
C -2.36 2.00 1.74 -1.476
N -0.54 0.26 1.86 1.795
H -2.12 -2.78 -3.14 0.617
H -3.25 -2.54 -1.83 0.480
H -2.18 -1.23 -2.30 -0.116
H -1.90 -4.80 -1.82 0.615
H -0.35 -6.03 -0.31 0.490
H 1.15 -4.70 1.18 0.569
H 4.54 -1.37 1.12 0.581
H 5.83 0.04 -0.50 0.514
H 4.56 1.49 -2.06 0.591
H 2.44 2.85 -2.15 0.554
H 2.29 1.58 -3.33 0.539
H 0.94 1.92 -2.23 -0.002
H 0.86 -1.16 4.58 0.582
H -0.84 0.28 5.73 0.508
H -2.30 1.72 4.31 0.628
H -3.40 1.66 1.85 0.377
H -2.32 2.99 2.21 0.633
H -2.14 2.12 0.70 -0.113
C -0.73 3.31 -0.84 -0.981
O 0.03 2.34 -0.06 -0.376
C 1.18 3.02 0.58 -0.551
C 1.44 2.67 2.03 -1.067
O 2.19 1.48 2.16 0.118
C 3.27 1.61 3.10 -0.956
H -1.13 4.07 -0.17 0.451
H -1.55 2.80 -1.32 0.110
H -0.08 3.78 -1.58 0.590
H 0.96 4.09 0.54 0.811
H 2.07 2.82 0.00 -0.011
H 0.49 2.59 2.57 0.198
H 1.98 3.52 2.45 0.701
H 3.94 2.42 2.83 0.350
H 3.81 0.67 3.10 0.292
H 2.88 1.80 4.11 0.344
N -3.05 1.22 -1.94 -0.079
C -3.42 0.44 -0.89 0.241
C -4.78 0.34 -0.57 -1.070
C -5.18 -0.47 0.45 -0.850
C -4.22 -1.21 1.16 -0.974
C -2.91 -1.05 0.83 -0.394
N -2.47 -0.21 -0.17 1.637
H -3.76 1.69 -2.48 0.278
H -2.12 1.17 -2.31 -0.261
H -5.50 0.89 -1.16 0.557
H -6.23 -0.55 0.71 0.529
H -4.50 -1.88 1.96 0.588
H -2.15 -1.59 1.37 0.188
N -0.19 -0.07 -2.27 -0.123
C -0.02 -0.21 -3.44 0.688
N 0.10 -0.37 -4.68 -0.092
C -1.09 -0.52 -5.58 -0.414
C -1.13 0.71 -6.50 -0.605
O 0.09 0.86 -7.18 -0.360
C 1.18 1.06 -6.32 -0.472
C 1.37 -0.17 -5.43 -0.535
H -2.01 -0.62 -5.00 0.357
H -0.94 -1.41 -6.18 0.353
H -1.37 1.61 -5.92 0.304
H -1.91 0.55 -7.25 0.399
H 1.02 1.95 -5.69 0.317
H 2.06 1.20 -6.94 0.439
H 2.21 -0.08 -4.75 0.455
H 1.52 -1.04 -6.07 0.341
```

=====

Number 4 is which compound?
C32H42N7O3ReSb

=====

Which of these has the lowest electronic energy?
C48H81Br3F4N9O3